{"formula": "C9H10MoNO12P2", "method": "ωB97M-V/def2-TZVPD", "species": ["Mo", "O", "C", "C", "C", "N", "C", "C", "C", "O", "O", "C", "O", "O", "H", "H", "H", "C", "C", "O", "P", "O", "O", "O", "P", "O", "O", "O", "H", "H", "H", "H", "H", "H", "H"], "coordinates": [[0.0534, 0.4561, -0.1871], [3.4659, 4.5210, 2.9255], [2.8093, 3.6165, 2.2738], [3.2100, 2.2598, 2.1493], [2.4014, 1.4233, 1.4384], [1.2490, 1.8262, 0.8757], [0.8944, 3.1263, 0.9387], [1.6205, 4.0508, 1.6216], [-0.3264, 3.3913, 0.1324], [-0.9529, 4.3381, -0.0918], [-0.6903, 2.0765, -0.4496], [2.6741, -0.0070, 1.1247], [3.5475, -0.7201, 1.4048], [1.5582, -0.4485, 0.3069], [4.2842, 4.2251, 3.3612], [4.1318, 1.8889, 2.5831], [1.3243, 5.0925, 1.6640], [-2.1381, -3.8861, -1.3433], [-1.4004, -2.5977, -0.9564], [-0.0652, -2.7667, -0.5391], [-1.1328, -1.5199, -2.4054], [-2.5189, -1.0566, -2.8817], [-0.2253, -2.1419, -3.4685], [-0.2702, -0.2974, -1.8899], [-2.2590, -1.8680, 0.5231], [-3.5593, -1.1943, 0.0386], [-2.0989, -2.6167, 1.7409], [-1.1994, -0.3659, 0.6719], [-1.5596, -4.4338, -2.0892], [-3.1363, -3.6787, -1.7305], [-2.2344, -4.5247, -0.4623], [0.0487, -3.5906, -0.0358], [-2.6926, -0.6548, -3.7530], [-0.4848, -2.8091, -4.1277], [-4.3276, -1.1138, 0.6366]], "largest_force_ev_per_a": 0.35, "orbital_gap_ha": 0.2645, "homo_energy_ev": -20.26, "total_charge": 3, "multiplicity": 1}

{"formula": "C9H10N2O", "method": "ωB97M-V/def2-TZVPD", "species": ["C", "C", "C", "C", "C", "C", "C", "C", "C", "H", "H", "H", "H", "H", "H", "H", "H", "H", "H", "N", "N", "O"], "coordinates": [[2.9705, -1.3513, 0.0567], [1.5543, -0.8610, 0.0423], [-0.5282, -1.0438, -0.0174], [-1.8977, -1.3852, 0.0369], [-2.9201, -0.3359, -0.0067], [-2.4720, 1.0165, 0.0926], [-1.2031, 1.4024, 0.0181], [-0.1765, 0.4554, -0.0254], [1.8543, 1.6017, -0.0060], [3.6135, -0.5946, -0.6621], [3.4977, -1.0393, 0.6776], [3.1167, -2.5839, 0.0142], [-2.0800, -2.5928, -0.0658], [-4.6426, -1.7946, -0.1484], [-3.5240, 1.7761, -0.0673], [-0.8346, 2.6604, -0.0234], [2.8987, 1.3386, -0.3703], [1.6165, 2.5420, -0.6852], [1.7196, 2.6386, 1.0677], [0.5530, -1.6912, 0.0279], [1.1680, 0.4187, 0.0112], [-4.2841, -0.5766, 0.0329]], "largest_force_ev_per_a": 14.55, "orbital_gap_ha": 0.2957, "homo_energy_ev": -7.73, "multiplicity": 1}

{"formula": "C9H10N2O", "method": "ωB97M-V/def2-TZVPD", "species": ["C", "C", "C", "C", "C", "C", "C", "O", "N", "C", "C", "N", "H", "H", "H", "H", "H", "H", "H", "H", "H", "H"], "coordinates": [[-0.8345, -2.2946, -0.1152], [0.0939, -1.2146, 0.5011], [-0.0387, -0.0938, -0.7263], [-1.3243, 0.6678, -0.6685], [-1.3692, 1.9981, -0.7835], [-0.2657, 2.6978, -1.3974], [0.8976, 2.0801, -1.1889], [1.0540, 0.8311, -0.6568], [1.4515, -1.6883, 0.5080], [1.9433, -1.2164, 1.5887], [0.9528, -0.4555, 2.2914], [-0.1753, -0.5329, 1.7183], [-1.0300, -3.0663, 0.7302], [-1.8658, -1.9326, -0.3813], [-0.3692, -2.9023, -0.9755], [-0.0487, -0.6546, -1.6432], [-2.2195, 0.1132, -0.1560], [-2.3047, 2.5816, -0.5799], [-0.2854, 3.6490, -1.8447], [1.7922, 2.5871, -1.4524], [2.9957, -1.3226, 2.0163], [0.9500, 0.1687, 3.2155]], "largest_force_ev_per_a": 3.81, "orbital_gap_ha": 0.3056, "smiles": "CC1([C@H]2C=CC=CO2)N=CC=N1", "homo_energy_ev": -8.09, "multiplicity": 1}

{"formula": "C9H10N2O2", "method": "ωB97M-V/def2-TZVPD", "species": ["C", "C", "C", "O", "C", "N", "O", "C", "C", "C", "N", "C", "C", "H", "H", "H", "H", "H", "H", "H", "H", "H", "H"], "coordinates": [[5.2034, 0.8933, -0.1366], [4.3091, 0.0911, 0.0656], [3.0755, -0.7352, 0.0094], [1.9563, 0.0676, -0.0436], [0.8141, -0.5734, -0.0014], [0.7194, -1.8463, 0.0584], [-0.6121, -2.1325, -0.1004], [-1.3034, -0.9753, -0.0948], [-0.4602, 0.0428, -0.0819], [-0.8552, 1.4917, 0.1423], [-2.2707, 1.6080, -0.3031], [-3.1756, 0.5081, 0.2801], [-2.7946, -0.9470, -0.1224], [6.0683, 1.4826, -0.0204], [3.0809, -1.3694, 0.9284], [3.0844, -1.5158, -0.7827], [-0.7263, 1.8145, 1.2045], [-0.2882, 2.1563, -0.5093], [-2.1194, 1.4022, -1.3650], [-3.1321, 0.7423, 1.3494], [-4.1714, 0.8079, -0.0190], [-3.0970, -1.8160, 0.5606], [-3.3049, -1.1975, -1.0184]], "largest_force_ev_per_a": 3.06, "orbital_gap_ha": 0.3716, "smiles": "C#CCOc1noc2c1CNCC2", "homo_energy_ev": -9.27, "multiplicity": 1}

{"formula": "C9H10N2O2S", "method": "ωB97M-V/def2-TZVPD", "species": ["C", "C", "C", "S", "O", "O", "C", "C", "C", "C", "C", "C", "H", "H", "H", "H", "H", "H", "H", "H", "H", "H", "N", "N"], "coordinates": [[1.9848, 0.7486, -1.3961], [1.1615, -0.1292, -2.2964], [0.1969, -0.9855, -2.0136], [-0.3054, -1.2218, -0.3676], [0.1404, -2.4854, 0.1512], [-1.9116, -1.3062, -0.6351], [-0.5633, -0.1041, 1.0575], [-0.7154, 1.2528, 0.8547], [-0.9128, 2.0751, 1.9528], [-0.9612, 1.5255, 3.2261], [-0.8092, 0.1601, 3.4109], [-0.6006, -0.6645, 2.3163], [3.0432, 0.6174, -1.6187], [1.7422, 1.7995, -1.5586], [1.8084, 0.4986, -0.3506], [1.4111, -0.0369, -3.3495], [-2.0675, -1.5874, -1.5449], [-0.6790, 1.6625, -0.1462], [-1.0341, 3.1398, 1.8182], [-1.1161, 2.1670, 4.0812], [-0.8531, -0.2615, 4.4046], [-0.4679, -1.7298, 2.4154], [0.2912, -2.7885, -5.0109], [1.2174, -2.3459, -5.4009]], "largest_force_ev_per_a": 2.10, "orbital_gap_ha": 0.3368, "smiles": "CC=C=[S@](=O)(O)c1ccccc1.N#N", "homo_energy_ev": -8.71, "multiplicity": 1}

{"formula": "C9H10N2O3", "method": "ωB97M-V/def2-TZVPD", "species": ["C", "C", "C", "C", "C", "C", "C", "C", "C", "N", "N", "O", "O", "O", "H", "H", "H", "H", "H", "H", "H", "H", "H", "H"], "coordinates": [[3.1219, -0.8564, -0.1710], [2.6061, -0.2288, 1.0122], [2.2665, -1.2669, -1.1537], [1.2387, -0.1984, 1.1730], [0.8745, -1.1236, -0.9913], [0.3478, -0.6206, 0.1722], [-1.1037, 1.8028, 0.3038], [-1.7496, 1.6623, -1.1396], [-1.0822, -0.5798, 0.3718], [-1.4404, 0.5763, 0.9331], [-2.0287, -1.6221, 0.4386], [-3.1523, -1.3509, 0.8299], [-1.6484, -2.6726, -0.0199], [-1.2783, 0.5664, -1.6987], [4.1808, -0.9766, -0.2209], [3.4276, 0.1324, 1.7852], [2.5433, -1.4351, -2.1339], [0.8631, 0.2641, 2.2062], [0.2797, -1.3373, -1.8346], [0.0008, 1.6780, 0.1944], [-1.3854, 2.6650, 0.9520], [-2.9000, 1.5716, -1.0891], [-1.5707, 2.7448, -1.3619], [-2.4112, 0.6054, 1.4423]], "largest_force_ev_per_a": 5.20, "orbital_gap_ha": [0.2561, 0.2561], "homo_energy_ev": [-8.66, -8.66], "multiplicity": 1}

{"formula": "C9H10N2O3S", "method": "ωB97M-V/def2-TZVPD", "species": ["N", "S", "O", "O", "C", "C", "C", "C", "C", "C", "H", "H", "H", "H", "H", "H", "H", "N", "C", "C", "C", "O", "H", "H", "H"], "coordinates": [[2.2399, -2.0292, 2.0409], [1.1991, -0.6960, 2.1399], [1.8608, 0.5205, 2.4430], [0.0034, -1.0481, 2.8981], [0.8625, -0.6457, 0.3174], [1.0089, 0.6108, -0.4381], [0.7970, 0.6025, -1.8143], [0.4373, -0.5295, -2.4537], [0.2590, -1.6781, -1.7145], [0.5304, -1.7707, -0.3557], [3.0943, -1.8118, 1.5362], [2.4303, -2.6569, 2.7812], [1.4781, 1.4339, 0.0332], [0.7469, 1.5676, -2.3058], [0.4222, -0.4761, -3.5109], [0.0052, -2.4655, -2.2836], [0.0008, -2.5607, 0.0985], [-1.5781, 1.1499, 1.9749], [-1.7158, 1.7120, 0.9445], [-2.2667, 2.2499, -0.1206], [-2.7344, 1.6568, -1.3071], [-2.4068, 0.5046, -1.6530], [-0.8804, 0.7830, 2.5726], [-2.4212, 3.2445, 0.0048], [-3.3729, 2.3323, -1.8280]], "largest_force_ev_per_a": 3.75, "orbital_gap_ha": 0.3398, "smiles": "NS(=O)(=O)c1ccccc1.N=C=CC=O", "homo_energy_ev": -8.82, "multiplicity": 1}

{"formula": "C9H10N4O2", "method": "ωB97M-V/def2-TZVPD", "species": ["C", "C", "C", "C", "C", "C", "C", "C", "C", "N", "N", "N", "N", "O", "O", "H", "H", "H", "H", "H", "H", "H", "H", "H", "H"], "coordinates": [[-1.4680, -2.4158, -2.2076], [-1.8512, -1.1477, -1.8638], [-0.3481, -2.9771, -1.5898], [-1.0793, -0.3652, -1.0815], [0.5554, -2.2051, -0.9141], [0.1367, -0.8504, -0.5991], [0.7786, 1.3161, 0.7867], [2.1824, 1.8002, 0.9989], [-0.4045, 1.7651, 1.5312], [2.2614, -0.0382, -0.2521], [0.9924, 0.0924, 0.0837], [-0.2395, 2.8863, 2.2177], [-1.4329, 0.9900, 1.5423], [2.6368, 2.6547, 1.6931], [3.0267, 0.8817, 0.3058], [-2.0312, -3.0167, -2.9957], [-2.6536, -0.6919, -2.2330], [-0.0308, -3.9706, -1.6953], [-1.3136, 0.6514, -1.1811], [1.5230, -2.5328, -0.5687], [2.8147, -0.9077, -0.3349], [0.6509, 3.2343, 2.4406], [-0.8657, 3.3571, 2.8431], [-1.6728, 0.3063, 0.8442], [-2.1677, 1.1835, 2.2293]], "largest_force_ev_per_a": 4.52, "orbital_gap_ha": [0.2608, 0.2609], "homo_energy_ev": [-17.46, -17.46], "total_charge": 2, "multiplicity": 1}

{"formula": "C9H10NO3S2", "method": "ωB97M-V/def2-TZVPD", "species": ["C", "C", "C", "C", "C", "C", "C", "C", "C", "N", "O", "O", "O", "S", "S", "H", "H", "H", "H", "H", "H", "H", "H", "H", "H"], "coordinates": [[-2.9925, -0.9871, 1.3309], [-3.3410, 0.3498, 1.4853], [-1.7158, -1.4322, 0.8977], [-2.3876, 1.3359, 1.0965], [-0.7469, -0.4338, 0.5668], [-1.1099, 0.9144, 0.7139], [1.3303, 0.5403, 0.1224], [0.6038, -0.2802, -2.7163], [1.8354, 0.3918, -2.0919], [0.6401, -0.6436, 0.3287], [3.9786, 1.1241, 0.2701], [2.6500, 0.8458, 2.2656], [3.1841, -1.1509, 1.0418], [0.4050, 1.9062, 0.5306], [2.9585, 0.3373, 0.9767], [-3.5635, -1.9060, 1.4819], [-4.3901, 0.5290, 1.6561], [-1.3956, -2.4405, 0.9422], [-2.5429, 2.3849, 1.3428], [0.7318, -1.3362, -2.7845], [0.5132, -0.1128, -3.7707], [-0.2039, 0.0373, -2.0059], [1.7145, 1.5237, -2.2616], [2.7190, -0.0227, -2.0222], [1.1254, -1.4744, 0.6031]], "largest_force_ev_per_a": 8.10, "orbital_gap_ha": [0.2418, 0.2419], "homo_energy_ev": [-3.54, -3.54], "total_charge": -1, "multiplicity": 1}